# 1
Here is C2Li2O4 as an isolated structure from the Open Molecules 2025 dataset. Energies are from ωB97M-V with the def2-TZVPD basis set.

Atoms and positions in Å:
O: -0.019 1.757 1.257
Li: 1.375 0.512 0.260
O: -2.172 1.955 0.427
O: 1.522 -1.144 -0.592
Li: 0.640 -2.826 -0.309
C: -1.086 1.890 0.807
C: 0.371 -0.705 -1.082
O: -0.631 -1.438 -0.768

Properties
- E_tot (eV) = -10675.264
- maximum force (eV/Å) = 1.5
- Kohn-Sham gap (eV) = 6.2193
- E_HOMO (eV) = -6.37
- total charge = 0

---

# 2
Here is C2O5S as an isolated structure from the Open Molecules 2025 dataset. Energies are from ωB97M-V with the def2-TZVPD basis set.

Atoms and positions in Å:
C: -0.499 -0.864 0.067
O: -0.806 -1.973 -0.173
O: 1.926 0.149 1.212
S: 1.177 0.052 0.066
O: 1.658 -0.040 -1.237
O: -0.032 1.268 0.048
C: -1.141 0.539 0.071
O: -2.282 0.869 -0.053

Properties
- E_tot (eV) = -23144.235
- maximum force (eV/Å) = 4.5
- Kohn-Sham gap (eV) = 9.2789
- E_HOMO (eV) = -11.04
- total charge = 0

---

# 3
Here is a 20-piece molecular cluster, C30H100O20 overall from the Open Molecules 2025 dataset. Energies are from ωB97M-V with the def2-TZVPD basis set.

Atoms and positions in Å:
H: -1.317 -1.115 -3.068
H: 1.185 3.218 3.013
C: -1.902 0.092 6.047
H: -6.699 -1.202 4.351
H: -2.191 4.346 -2.665
H: 0.909 7.565 1.376
O: -3.560 -3.201 0.423
H: -2.876 -1.059 4.903
O: 0.404 2.176 -7.288
H: 7.553 -0.539 -3.602
C: 4.035 1.952 -5.141
H: -5.171 1.310 4.865
H: -2.064 -4.493 -1.340
C: -0.788 -0.916 0.180
C: 0.162 -5.141 2.175
O: 6.412 0.412 0.477
H: -6.141 -0.673 0.582
O: 1.355 0.165 -0.223
H: -1.976 -3.358 -3.704
O: 3.595 3.192 3.390
H: 3.557 -2.202 1.009
H: 3.361 2.345 -5.902
H: 0.993 -2.869 3.504
H: -0.184 1.979 4.155
H: -5.344 -2.274 5.305
H: -2.526 5.156 -1.161
H: -3.550 -4.092 2.267
H: -0.745 -5.700 1.944
H: -3.503 -1.545 -1.944
H: 4.376 2.695 -4.420
H: -6.768 1.114 3.967
H: 2.794 1.470 5.026
H: 7.147 0.708 -0.064
H: 0.761 3.048 -7.474
H: 1.362 -6.977 2.214
H: 1.510 0.936 1.555
H: -0.747 -5.785 -1.390
H: 1.247 5.504 -0.445
O: -3.151 -2.019 -2.702
H: 4.594 1.253 1.055
H: 5.378 2.086 3.588
H: 3.186 -4.413 0.500
C: -2.952 0.207 -3.315
H: 1.227 -1.668 0.605
H: -1.220 2.555 2.840
H: -2.847 -2.520 2.232
H: -0.018 -4.158 1.741
O: 1.863 1.518 2.232
H: -1.132 -1.885 0.541
C: 5.800 -1.472 -3.238
C: 1.351 -5.979 1.776
H: 2.279 -0.998 -3.404
C: -5.753 -0.662 4.380
C: 3.974 -2.544 0.062
H: -1.019 -5.931 -3.734
H: 0.652 3.248 -2.950
H: 2.573 -5.326 2.988
C: -5.698 -0.192 -0.290
H: 4.881 3.102 4.891
H: 2.572 -3.018 -2.776
H: 1.574 1.093 -3.487
C: 2.065 -2.864 -3.728
H: -5.211 1.572 -1.252
O: 2.938 6.499 -0.259
H: -6.858 1.557 -0.427
H: -5.469 1.714 0.576
H: -1.060 -0.194 0.951
H: 2.630 -2.077 3.468
C: 0.853 2.455 2.308
H: 5.982 -2.487 -2.885
H: -0.655 0.913 2.885
O: 2.562 -5.293 2.029
H: 4.964 -1.010 -2.712
H: -5.391 -0.709 3.353
H: 1.212 -1.295 2.697
O: 3.502 0.891 -4.382
H: -2.725 0.806 6.083
C: -1.662 -5.167 -3.297
H: 1.171 0.416 -1.131
H: -0.117 2.617 -1.556
H: -0.450 -4.160 -1.823
C: 5.280 1.367 0.216
C: 0.752 -1.122 -0.209
C: -2.330 -1.112 -3.472
C: -0.402 2.089 -6.151
C: 3.807 1.217 4.713
C: 1.386 6.603 1.568
H: -4.000 0.112 -3.599
H: 0.995 -2.820 -3.523
H: 4.723 1.049 -0.665
C: 1.932 5.741 0.369
H: -1.431 -0.787 -0.691
C: -3.652 -3.113 1.798
H: 3.694 -1.867 -0.745
H: 0.167 -4.957 3.249
H: 0.058 1.416 -5.427
C: -6.119 0.780 4.776
C: -1.220 -4.930 -1.873
H: 1.326 -6.139 0.698
H: 5.699 2.370 0.136
H: -4.850 4.464 -1.006
O: 0.771 1.244 -2.982
H: -6.152 -0.511 -1.228
H: -2.994 0.521 -2.272
H: -4.211 -1.398 -0.188
H: -6.583 0.788 5.763
O: 2.373 -1.595 -4.150
H: -4.635 3.588 -2.575
C: -5.800 1.300 -0.376
H: -3.829 -4.092 0.186
H: -2.569 0.901 -4.063
C: -2.818 4.304 -1.775
H: 5.629 -1.446 -4.314
H: -0.974 0.650 6.172
H: -2.683 -5.548 -3.322
H: 3.609 0.441 3.973
H: -4.599 -2.689 2.130
H: -1.390 1.654 -6.299
C: 1.551 -1.932 3.514
H: 0.526 2.976 1.407
H: -4.649 6.304 -1.891
C: 0.725 2.439 -2.224
H: 3.885 0.045 -4.625
H: -0.379 2.933 -5.461
H: -2.627 3.384 -1.223
C: 4.494 2.427 4.127
H: 4.795 1.390 -5.682
H: -2.207 -0.384 6.979
H: 2.430 4.888 0.829
O: -4.289 -0.456 -0.355
H: 2.281 6.911 2.108
C: -4.306 4.417 -1.949
H: 0.939 -1.609 -1.166
H: 5.042 -2.737 0.158
O: 3.286 -3.804 -0.235
H: 2.335 -3.573 -4.510
H: 3.843 6.312 0.004
H: 1.530 2.381 -1.492
O: -1.582 -4.070 -4.214
H: -2.404 -1.491 -4.492
O: -4.974 -1.389 5.362
O: -4.527 5.659 -2.591
H: 0.372 -1.154 4.799
C: -0.351 1.942 3.078
O: -1.988 -0.694 4.913
O: 6.907 -0.649 -2.901
O: 1.319 -1.305 4.739
H: 4.376 0.906 5.589
H: 0.672 6.150 2.256
H: 2.957 2.604 2.980

Properties
- E_tot (eV) = -73671.801
- maximum force (eV/Å) = 3.1
- Kohn-Sham gap (eV) = 9.2678
- E_HOMO (eV) = -9.22
- total charge = 0

---

# 4
Here is C30H11CuF16GeNS as an isolated structure from the Open Molecules 2025 dataset. Energies are from ωB97M-V with the def2-TZVPD basis set.

Atoms and positions in Å:
C: -3.513 1.740 5.319
C: 2.414 -1.369 6.220
C: -1.282 -3.351 4.670
C: -3.722 1.089 1.109
C: 3.709 1.004 5.766
H: 2.078 -0.128 -2.906
H: -4.102 4.038 2.734
F: 4.341 2.163 5.552
C: 4.360 -0.009 6.443
F: -1.732 -3.527 8.734
C: -1.900 2.706 6.790
F: 0.192 1.748 7.045
H: -1.493 -0.614 0.885
C: -2.375 1.183 0.791
F: -2.604 -5.584 7.192
F: -4.037 3.671 6.563
F: 5.611 0.170 6.879
C: -2.033 -4.518 6.621
F: 4.341 -2.183 7.333
C: -1.007 -2.382 6.790
F: 1.839 1.825 4.688
F: -1.169 -3.381 3.340
C: -3.158 2.720 6.224
F: -2.999 -0.157 4.105
Cu: 0.243 0.194 -0.386
C: 3.006 0.580 0.258
C: -1.006 1.711 6.435
C: -3.621 3.241 2.180
C: 2.705 0.089 -2.046
S: 0.037 -0.286 2.613
H: 2.616 0.730 1.260
C: 1.722 -0.383 5.541
H: -0.592 2.346 0.929
C: 4.387 0.651 0.080
F: -0.571 -1.402 7.603
C: 3.710 -1.202 6.675
F: 1.862 -2.570 6.473
F: -2.303 -5.485 4.500
C: 2.415 0.801 5.327
H: 4.520 -0.023 -3.235
H: 5.059 0.867 0.903
C: -4.346 2.120 1.799
F: -4.740 1.747 4.783
C: -1.877 -4.462 5.252
F: 6.245 0.492 -1.376
C: -0.833 -2.277 5.421
C: 4.894 0.430 -1.183
H: -5.394 2.036 2.057
C: -1.594 -3.469 7.403
C: 2.119 0.299 -0.793
C: 4.082 0.147 -2.258
C: -1.649 2.302 1.161
C: -2.589 0.766 4.989
N: -1.685 0.079 0.148
Ge: -0.060 -0.595 4.680
H: -2.294 -0.362 -0.533
C: -1.307 0.722 5.521
H: -1.696 4.194 2.159
F: -1.569 3.648 7.682
C: -2.273 3.328 1.858
H: -4.277 0.197 0.841

Properties
- E_tot (eV) = -188249.874
- maximum force (eV/Å) = 0.4
- Kohn-Sham gap (eV) = 7.6193
- E_HOMO (eV) = -5.38
- total charge = -1

---

# 5
Here is C30H15ClN4O4S7W as an isolated structure from the Open Molecules 2025 dataset. Energies are from ωB97M-V with the def2-TZVPD basis set.

Atoms and positions in Å:
S: 4.816 -1.116 -2.760
C: -2.685 2.508 -1.772
H: -2.162 4.314 -6.959
C: 1.646 -3.569 2.187
C: 3.193 -1.223 -2.154
C: -2.874 3.863 -1.730
H: -1.234 4.349 -5.122
C: -1.250 3.285 -4.911
C: 2.570 0.838 3.849
S: 3.004 -3.086 -4.061
O: -4.428 2.447 -6.365
O: -1.409 0.628 -1.305
C: -2.250 2.465 -5.423
C: 2.655 -0.512 4.025
C: 2.162 -2.792 3.175
H: 0.722 -3.548 0.229
C: 2.355 -2.127 -2.756
C: -2.265 1.112 -5.087
C: 1.543 -0.840 1.895
C: -2.093 -3.393 2.703
C: -0.291 2.762 -4.058
C: 2.136 -1.382 3.044
C: -1.970 4.686 -1.041
H: -3.053 0.488 -5.487
S: 1.020 0.821 -2.708
S: 0.766 -2.413 -2.199
H: 1.630 -4.647 2.252
O: -3.099 4.090 -7.014
C: -0.923 4.135 -0.364
S: 2.709 -0.245 -0.854
S: -1.527 -0.756 1.206
H: 2.973 1.512 4.593
C: -1.930 -2.291 0.551
O: 5.533 -2.725 -4.725
N: 0.664 0.991 0.609
C: 1.115 -2.953 1.039
C: 1.408 0.562 1.751
C: 0.285 2.223 0.488
S: -1.768 -2.233 -1.178
C: 4.642 -2.393 -4.006
N: -1.996 -3.389 3.850
W: 0.120 -0.578 -0.814
C: -0.306 1.411 -3.724
H: -0.259 4.766 0.214
C: -1.567 1.914 -1.156
N: 1.066 -1.649 0.894
H: 1.868 2.456 2.644
H: 0.692 2.953 1.181
C: 1.934 1.380 2.717
H: 3.115 -0.933 4.911
C: -3.358 2.979 -6.287
H: -3.368 1.864 -2.309
C: -2.161 -3.426 1.275
N: -2.533 -5.704 0.120
C: -0.701 2.738 -0.402
H: -3.722 4.311 -2.233
C: -2.367 -4.686 0.632
H: -1.309 -0.469 -4.010
C: -1.294 0.585 -4.258
H: 2.586 -3.229 4.071
Cl: -2.224 6.402 -1.021
H: 0.470 3.407 -3.633

Properties
- E_tot (eV) = -135700.794
- maximum force (eV/Å) = 0.4
- Kohn-Sham gap (alpha / beta) (eV) = 5.2630 / 6.3644
- E_HOMO (alpha / beta) (eV) = -8.18 / -8.37
- total charge = 0

---

# 6
Here is C30H16BaBr4F9N2O2P as an isolated structure from the Open Molecules 2025 dataset. Energies are from ωB97M-V with the def2-TZVPD basis set.

Atoms and positions in Å:
H: 5.643 -0.625 -0.368
F: 5.781 -5.368 0.826
C: -0.542 -2.800 -0.438
H: 6.546 -2.883 0.002
F: 1.746 3.813 4.016
H: 3.114 0.755 3.508
Br: 1.484 -2.243 3.149
Br: -2.381 -4.576 -1.583
H: -1.967 5.325 1.348
C: 3.207 0.558 1.379
C: 3.251 1.226 0.159
H: -0.273 3.703 -0.089
C: 3.262 2.625 0.141
H: 3.249 4.426 1.305
C: 5.036 -1.489 -0.605
H: 5.629 1.835 -1.031
C: 5.346 -5.232 -0.439
C: 0.361 -2.980 1.814
C: 6.361 2.181 -3.005
C: 2.968 -2.448 -1.381
P: 3.023 0.320 -1.407
F: 3.431 2.774 4.883
C: 7.115 2.593 -5.345
C: -2.993 2.326 0.772
H: -3.708 1.525 0.857
F: 6.980 2.064 -6.572
C: -1.173 -4.655 1.031
C: 0.291 -2.279 0.611
Br: -2.162 -6.240 1.296
C: 5.441 1.702 -2.089
F: 6.956 3.926 -5.470
H: 1.944 -2.337 -1.724
F: 6.410 -5.456 -1.238
F: 4.465 -6.212 -0.670
H: -3.981 3.843 1.838
N: -1.837 2.250 0.155
H: 3.161 -0.521 1.409
C: -0.351 -4.164 2.033
C: 3.166 2.665 2.533
F: 3.742 4.599 3.758
C: 3.477 -3.723 -1.168
C: 4.064 0.909 -3.887
H: 7.262 2.673 -2.665
H: 3.173 0.403 -4.240
C: 4.763 -3.868 -0.678
C: -1.265 -3.969 -0.185
C: -1.251 3.490 0.310
N: -3.180 3.548 1.308
Ba: -0.302 0.167 -1.187
C: 5.546 -2.755 -0.392
C: -2.071 4.307 1.022
H: 4.817 1.246 -5.871
C: 3.744 -1.329 -1.106
C: 3.031 3.456 3.801
C: 3.161 1.279 2.564
C: 6.130 2.018 -4.365
H: 2.864 -4.591 -1.366
O: 0.917 -1.134 0.402
O: -0.617 -2.151 -1.582
F: 8.384 2.391 -4.956
Br: -0.192 -5.064 3.683
C: 4.279 1.062 -2.520
H: 3.310 3.157 -0.803
C: 4.987 1.378 -4.811
C: 3.226 3.344 1.321

Properties
- E_tot (eV) = -353058.968
- maximum force (eV/Å) = 0.4
- Kohn-Sham gap (eV) = 6.1079
- E_HOMO (eV) = -6.86
- total charge = 0

---

Q: The highest E_tot belongs to which entry?
A: C2Li2O4